158
Properties=species:S:1:pos:R:3:lowdin_charge:R:1 method="wB97M-V/def2-TZVPD" mol_weight_g_mol=1132.369 fmax_ha_per_bohr=0.02226 homo_ev=-9.67 total_charge=+1
C -3.0713 0.9371 -3.9251 0.14
C -2.9984 1.6095 -2.9375 -0.11
C -2.7921 2.4543 -1.7694 -0.21
H -2.8877 1.8583 -0.8556 0.12
O -1.4831 3.0032 -1.7301 -0.19
C -1.2608 4.0255 -2.6835 -0.16
C 0.2340 4.3053 -2.7639 -0.18
H 0.6688 4.3039 -1.7545 0.13
O 0.8345 3.3098 -3.5607 -0.14
C 2.1813 3.6006 -3.8834 -0.17
H 2.2472 4.5795 -4.3780 0.14
H 2.7953 3.6152 -2.9738 0.12
C 2.6916 2.5162 -4.8227 -0.17
H 3.6677 2.8111 -5.2327 0.14
H 1.9807 2.3987 -5.6487 0.13
O 2.8113 1.3298 -4.0728 -0.18
C 2.9199 0.1289 -4.8064 -0.18
H 3.2447 -0.6097 -4.0680 0.10
C 1.5788 -0.3169 -5.4140 -0.14
N 0.5358 -0.3642 -4.4190 0.10
C 0.0775 -1.5083 -3.8922 -0.39
N 0.5960 -2.6423 -4.3401 0.20
C -0.0450 -3.7509 -3.9703 -0.35
N 0.4325 -4.9290 -4.4364 -0.05
C 1.8590 -5.0854 -4.5816 -0.10
H 2.2780 -4.1398 -4.9219 0.11
H 2.0416 -5.8582 -5.3311 0.13
C 2.4763 -5.4866 -3.2055 -0.10
N 1.4150 -5.9685 -2.3440 -0.04
C 0.9293 -5.3755 -1.2368 -0.38
O -0.1818 -5.6177 -0.8047 0.06
C 1.8961 -4.4600 -0.4396 -0.13
N 1.9181 -3.1215 -0.9709 -0.07
C 1.1486 -2.0481 -0.6899 0.02
C 1.7613 -1.0054 -1.3623 -0.23
N 2.8340 -1.5106 -2.0035 0.09
N 2.9240 -2.7600 -1.7583 0.06
C 1.4521 0.4518 -1.4034 -0.22
N -0.0190 0.6390 -1.3787 0.19
H -0.3308 0.5800 -0.3615 0.07
H -0.2834 1.5846 -1.6994 0.11
C 2.0838 1.2086 -0.2170 -0.07
C 3.3217 1.9631 -0.6193 -0.22
C 4.3630 1.3319 -1.2869 -0.03
C 5.4851 2.0394 -1.6733 -0.01
C 5.5888 3.3978 -1.3960 -0.32
C 4.5536 4.0365 -0.7203 -0.02
C 3.4358 3.3194 -0.3413 -0.05
H 2.6365 3.8238 0.1828 0.10
H 4.6460 5.0894 -0.5061 0.12
O 6.6656 4.1376 -1.7665 0.06
H 7.3223 3.5757 -2.1954 0.11
H 6.2881 1.5363 -2.1947 0.12
H 4.2920 0.2810 -1.5185 0.10
H 2.3230 0.5054 0.5847 0.11
H 1.3522 1.9178 0.1747 0.08
H 1.8634 0.8560 -2.3328 0.12
H 0.2717 -2.0947 -0.0807 0.13
H 2.9168 -4.8353 -0.5631 0.16
C 1.4851 -4.5023 1.0432 -0.04
C 1.7866 -3.2795 1.8441 -0.25
C 2.7747 -2.3383 1.7639 0.02
C 2.5216 -1.3741 2.7792 -0.17
C 3.1491 -0.1916 3.1710 -0.03
C 2.6224 0.5129 4.2305 -0.10
C 1.4956 0.0567 4.9200 -0.11
C 0.8523 -1.1059 4.5510 -0.04
C 1.3601 -1.8086 3.4663 -0.20
N 0.9345 -2.9575 2.8694 0.15
H 0.1083 -3.4926 3.0995 0.13
H -0.0007 -1.4763 5.1023 0.11
H 1.1317 0.6224 5.7654 0.10
H 3.0980 1.4270 4.5537 0.10
H 4.0330 0.1559 2.6569 0.12
H 3.5982 -2.3211 1.0770 0.12
H 1.9742 -5.3703 1.4949 0.14
H 0.4065 -4.6832 1.1007 0.10
C 0.5519 -6.9141 -3.0293 -0.09
H -0.1117 -7.3743 -2.2980 0.13
H 1.1914 -7.6798 -3.4738 0.13
C -0.2513 -6.1598 -4.1078 -0.10
H -1.2432 -5.8979 -3.7442 0.11
H -0.3408 -6.7641 -5.0151 0.13
H 2.9721 -4.6237 -2.7631 0.08
H 3.2097 -6.2875 -3.3443 0.13
N -1.1508 -3.7593 -3.2325 0.19
C -1.4928 -2.5965 -2.6849 -0.33
N -0.8931 -1.4209 -2.9526 0.15
N -2.5169 -2.6335 -1.8136 -0.03
C -3.1438 -3.8779 -1.4398 -0.11
H -2.7009 -4.6725 -2.0371 0.11
H -4.2159 -3.8222 -1.6553 0.13
C -2.8834 -4.1650 0.0367 -0.08
N -3.0507 -2.9588 0.8471 -0.02
C -2.4782 -2.9660 2.0577 -0.40
O -1.8048 -3.9077 2.4482 0.05
C -2.6613 -1.7799 3.0299 -0.13
N -1.8721 -0.6668 2.5687 -0.06
C -1.4503 0.4016 3.2759 0.00
C -0.7306 1.1622 2.3757 -0.18
N -0.7632 0.5047 1.2012 0.08
N -1.4397 -0.5843 1.3288 0.08
C -0.0282 2.4683 2.5532 -0.32
N -0.0662 3.1848 1.2831 0.07
H 0.4468 4.0547 1.3716 0.07
H -1.0237 3.4180 1.0397 0.09
H 1.0267 2.2455 2.7620 0.13
C -0.6331 3.2240 3.7509 -0.13
H -0.4978 2.6118 4.6436 0.12
H -1.7083 3.3429 3.5845 0.11
C -0.0163 4.6031 4.0124 -0.43
C 1.4732 4.5075 4.3352 -0.06
H 2.0450 4.1229 3.4937 0.07
H 1.6314 3.8509 5.1878 0.08
H 1.8644 5.4904 4.5860 0.08
C -0.7612 5.2722 5.1659 -0.07
H -0.6383 4.6958 6.0800 0.09
H -1.8244 5.3441 4.9479 0.06
H -0.3748 6.2733 5.3387 0.08
H -0.1467 5.2305 3.1222 0.13
H -1.6701 0.5409 4.3100 0.14
H -2.1978 -2.1160 3.9665 0.15
C -4.1446 -1.4113 3.3400 -0.04
C -4.3141 0.0490 3.5938 -0.27
C -4.3996 1.0808 2.7005 0.01
C -4.4320 2.2909 3.4468 -0.18
C -4.5020 3.6414 3.1017 -0.04
C -4.5029 4.5761 4.1115 -0.10
C -4.4349 4.1971 5.4563 -0.10
C -4.3615 2.8717 5.8258 -0.01
C -4.3598 1.9237 4.8111 -0.21
N -4.2748 0.5599 4.8674 0.13
H -4.2821 0.0127 5.7120 0.17
H -4.3105 2.5801 6.8637 0.11
H -4.4414 4.9615 6.2179 0.11
H -4.5608 5.6266 3.8682 0.10
H -4.5589 3.9390 2.0648 0.11
H -4.4522 1.0013 1.6312 0.11
H -4.4482 -1.9774 4.2221 0.13
H -4.7941 -1.7192 2.5222 0.11
C -3.7367 -1.8817 0.1731 -0.12
H -3.8053 -1.0051 0.8099 0.09
H -4.7497 -2.2141 -0.0790 0.14
C -2.9788 -1.4692 -1.0993 -0.12
H -2.1173 -0.8684 -0.8101 0.08
H -3.6352 -0.8611 -1.7356 0.12
H -1.8637 -4.5367 0.1619 0.10
H -3.5646 -4.9421 0.3972 0.14
H -0.4958 -0.1024 -1.9765 0.08
H 0.1968 0.5144 -4.0611 0.13
H 1.2676 0.3672 -6.2089 0.12
H 1.6898 -1.3198 -5.8253 0.11
H 3.6715 0.2186 -5.6001 0.13
H 0.3907 5.2952 -3.2142 0.13
H -1.6178 3.7066 -3.6705 0.13
H -1.7980 4.9351 -2.3833 0.14
H -3.5456 3.2550 -1.7574 0.14
H -3.1821 0.3361 -4.7783 0.04

=====

153
Properties=species:S:1:pos:R:3:lowdin_charge:R:1 method="wB97M-V/def2-TZVPD" mol_weight_g_mol=1005.251 fmax_ha_per_bohr=0.01807 homo_ev=-4.68 total_charge=-1
Y 0.2384 0.6456 0.2972 1.61
C 6.2458 -1.2191 -5.2761 -0.06
C 5.3409 0.0195 -5.2175 -0.56
C 6.2308 1.2424 -4.9929 -0.08
C 4.6368 0.1843 -6.5692 -0.05
C 4.3035 -0.1479 -4.1087 -0.19
C 4.1754 0.7225 -3.0398 0.01
C 3.2000 0.5337 -2.0727 -0.15
C 3.0947 1.4365 -0.8902 -0.13
N 3.2583 0.7773 0.4246 -0.15
C 3.6695 -0.6119 0.5552 -0.13
C 2.6271 -1.5481 1.2334 -0.15
N 1.5539 -0.8344 1.9398 -0.19
C 2.1359 -0.1070 3.0943 -0.15
C 1.6778 1.3301 3.3581 -0.15
N 1.6114 2.2375 2.2086 -0.18
C 2.9210 2.7560 1.8160 -0.18
C 3.8883 1.6889 1.3563 -0.19
C 0.8258 3.4299 2.5655 -0.16
C -0.6094 3.2793 3.0079 -0.14
C -1.1452 4.4160 3.6145 -0.01
C -2.4652 4.4884 4.0077 -0.19
C -3.2449 3.3473 3.7913 0.00
C -2.7671 2.1880 3.2085 -0.07
C -1.4006 2.1442 2.7812 -0.29
O -0.9022 1.0738 2.2082 -0.23
C -3.7004 1.0004 2.9802 -0.53
C -3.1532 -0.2564 3.6671 -0.03
C -5.1102 1.2386 3.5380 -0.08
C -3.8349 0.7466 1.4791 -0.04
C -3.0952 5.7159 4.6620 -0.56
C -3.5972 5.3501 6.0649 -0.05
C -2.1006 6.8675 4.7987 -0.08
C -4.2774 6.2059 3.8175 -0.05
C 0.5301 -1.7859 2.4451 -0.13
C -0.1168 -2.7210 1.4559 -0.14
C 0.1404 -4.0795 1.5756 0.00
C -0.5536 -5.0191 0.8286 -0.18
C -1.5667 -4.5346 0.0086 -0.01
C -1.8600 -3.1880 -0.1836 -0.07
C -1.0536 -2.2459 0.5064 -0.27
O -1.1270 -0.9510 0.3195 -0.22
C -3.0960 -2.8520 -1.0373 -0.51
C -3.1484 -1.4255 -1.5929 -0.04
C -4.3319 -3.0664 -0.1507 -0.04
C -3.2172 -3.7977 -2.2413 -0.06
C -0.2610 -6.5172 0.8717 -0.56
C -1.5047 -7.2871 1.3328 -0.05
C 0.8882 -6.8507 1.8206 -0.07
C 0.1318 -6.9914 -0.5343 -0.05
C 2.2985 -0.5481 -2.1307 -0.32
O 1.4123 -0.6741 -1.1823 -0.20
C 2.4397 -1.4787 -3.2019 -0.07
C 3.4242 -1.2336 -4.1479 0.01
C 1.4787 -2.6540 -3.3371 -0.52
C 1.8557 -3.5928 -4.4902 -0.07
C 0.0891 -2.0811 -3.6286 -0.03
C 1.4262 -3.5091 -2.0644 -0.03
H 6.9903 -1.1147 -6.0696 0.08
H 5.6729 -2.1249 -5.4728 0.07
H 6.7684 -1.3592 -4.3288 0.09
H 6.9646 1.3195 -5.7981 0.08
H 6.7742 1.1751 -4.0495 0.08
H 5.6508 2.1664 -4.9809 0.08
H 5.3701 0.2940 -7.3719 0.08
H 3.9933 1.0648 -6.5668 0.09
H 4.0137 -0.6798 -6.7987 0.07
H 4.8344 1.5762 -2.9381 0.10
H 2.1403 2.0003 -0.8801 0.10
H 3.8556 2.2273 -0.9888 0.12
H 4.6085 -0.6413 1.1224 0.11
H 3.9043 -1.0323 -0.4228 0.12
H 3.1484 -2.2093 1.9478 0.13
H 2.1616 -2.1776 0.4807 0.09
H 3.2168 -0.1552 2.9951 0.09
H 1.9156 -0.6719 4.0111 0.12
H 2.3591 1.7480 4.1251 0.13
H 0.6845 1.3020 3.7956 0.11
H 3.3791 3.3209 2.6501 0.13
H 2.7451 3.4743 1.0108 0.12
H 4.2773 1.1389 2.2102 0.10
H 4.7609 2.1893 0.8953 0.12
H 0.8515 4.0770 1.6852 0.11
H 1.3649 3.9632 3.3731 0.12
H -0.4824 5.2630 3.7563 0.10
H -4.2820 3.3831 4.0910 0.08
H -3.0967 -0.1104 4.7488 0.09
H -2.1655 -0.5002 3.2913 0.06
H -3.8199 -1.1006 3.4718 0.08
H -5.1007 1.4210 4.6145 0.08
H -5.7122 0.3458 3.3570 0.08
H -5.6129 2.0758 3.0510 0.08
H -2.8751 0.4811 1.0450 0.05
H -4.2331 1.6294 0.9736 0.10
H -4.5291 -0.0802 1.3070 0.07
H -2.7707 5.0148 6.6928 0.09
H -4.3291 4.5442 6.0278 0.07
H -4.0691 6.2118 6.5445 0.08
H -1.2461 6.5895 5.4165 0.08
H -2.5885 7.7255 5.2666 0.08
H -1.7236 7.1869 3.8259 0.08
H -5.0482 5.4418 3.7286 0.07
H -3.9474 6.4619 2.8106 0.09
H -4.7312 7.0917 4.2691 0.08
H -0.2288 -1.1651 2.9250 0.11
H 1.0023 -2.4144 3.2186 0.12
H 0.8955 -4.3863 2.2901 0.10
H -2.1679 -5.2586 -0.5245 0.09
H -3.2246 -0.6821 -0.8094 0.06
H -4.0341 -1.3471 -2.2328 0.08
H -2.2704 -1.1814 -2.1868 0.07
H -4.3071 -2.4061 0.7156 0.07
H -4.3764 -4.0957 0.2110 0.08
H -5.2457 -2.8580 -0.7133 0.08
H -2.3119 -3.7910 -2.8457 0.07
H -4.0487 -3.4713 -2.8693 0.08
H -3.4236 -4.8286 -1.9539 0.07
H -1.8048 -6.9751 2.3341 0.09
H -1.3060 -8.3618 1.3520 0.08
H -2.3476 -7.1146 0.6644 0.07
H 0.6573 -6.5719 2.8499 0.08
H 1.8078 -6.3411 1.5305 0.08
H 1.0813 -7.9258 1.8028 0.08
H -0.6686 -6.8110 -1.2516 0.08
H 0.3494 -8.0630 -0.5328 0.08
H 1.0157 -6.4597 -0.8894 0.08
H 3.5217 -1.9297 -4.9689 0.09
H 1.7753 -3.1088 -5.4653 0.08
H 1.1701 -4.4422 -4.4913 0.08
H 2.8705 -3.9820 -4.3843 0.08
H 0.1116 -1.4962 -4.5518 0.08
H -0.2412 -1.4336 -2.8196 0.06
H -0.6321 -2.8891 -3.7646 0.07
H 2.4160 -3.9149 -1.8347 0.09
H 0.7483 -4.3514 -2.2244 0.07
H 1.0697 -2.9468 -1.2063 0.06
C -0.8113 1.7683 -4.2730 0.00
C -0.8173 1.9803 -2.7774 -0.34
O -0.5597 1.0089 -2.0673 -0.01
C -1.1534 3.2958 -2.2355 -0.10
C -1.8061 4.2385 -3.0471 -0.06
C -2.2202 5.4531 -2.5535 -0.11
C -1.9688 5.7490 -1.2062 -0.09
C -1.3125 4.8654 -0.3886 0.00
C -0.8700 3.6056 -0.8767 -0.33
O -0.2205 2.8103 -0.1017 -0.18
H -0.2417 0.8670 -4.4811 0.07
H -0.3906 2.6158 -4.8092 0.08
H -1.8337 1.6204 -4.6273 0.09
H -2.0130 3.9870 -4.0794 0.10
H -2.7414 6.1572 -3.1874 0.09
H -2.3026 6.6949 -0.7946 0.10
H -1.1422 5.0833 0.6575 0.10

=====

Looking at HOMO-LUMO gap for the records above, in order, we have 8.183, 7.019 eV.
Looking at energy above the lowest of the compared OMol25 structures with the same formula, charge and spin for the records above, in order, we have 10.9, 16.8 kcal/mol.
Looking at LUMO energy for the records above, in order, we have -0.055, 0.086 Eh.